Record 1
Here is C27H23BrEuF6N3O6S2Te as an isolated structure at a distorted geometry from the OMol25 dataset. Energies are from ωB97M-V/def2-TZVPD.

Values from the calculation:
Charge: 0
Multiplicity: 7
F_max, eV/A: 4.3
Orbital gap (alpha / beta), eV: 6.07 / 6.09
LUMO energy (alpha / beta), eV: -1.051 / -1.047
ΔE to the lowest compared entry with this formula, charge and spin, kcal/mol: 57.96
<S²>: 12.0110

Last column: Löwdin spin population.
Cartesian coordinates (Å):
Eu: 0.4234 -0.4446 -0.2071  6.059
Br: -2.8560 3.2049 -6.0191  0.000
C: -2.2516 2.0058 -4.7379  0.000
C: -2.0799 0.6268 -5.0315  0.000
C: -1.6749 -0.2092 -4.0621  -0.001
C: -1.2542 0.3232 -2.8096  -0.001
O: -0.7435 -0.5234 -1.9764  -0.018
C: -1.4285 1.7169 -2.5533  0.000
C: -1.3617 2.2914 -1.1934  0.001
N: -1.0710 1.6662 -0.1501  -0.006
C: -1.2982 2.4372 1.0540  0.000
C: -2.5049 2.9951 1.3343  0.000
C: -2.7737 3.7025 2.5326  0.000
C: -1.7455 3.8945 3.4476  0.000
C: -0.4683 3.3343 3.2359  0.000
C: 0.6066 3.5143 4.1895  0.000
C: 1.8029 2.8426 4.0359  0.000
C: 1.9266 2.1494 2.8524  0.000
N: 0.9888 2.0118 1.9382  0.000
C: -0.2694 2.6076 2.0318  0.000
C: -1.9643 2.5331 -3.5138  0.000
H: -2.1508 0.2613 -6.1323  0.000
H: -1.5403 -1.2614 -4.3166  0.000
H: -1.6585 3.4095 -1.1986  0.000
H: -3.3517 2.9474 0.5996  0.000
H: -3.6806 4.2189 2.6560  0.000
H: -1.8813 4.4086 4.3636  0.000
H: 0.4083 4.1910 4.9925  0.000
H: 2.6796 2.8710 4.7131  0.000
H: 2.7720 1.4906 2.5493  0.000
H: -2.2165 3.5911 -3.3130  0.000
F: -3.1628 -1.5435 4.6052  0.000
C: -2.6890 -0.7533 3.6477  0.000
F: -3.6375 -0.6995 2.6901  0.000
F: -2.5855 0.3336 4.2813  0.000
S: -0.9524 -1.3412 3.0153  0.000
O: 1.2673 1.2692 0.8527  -0.009
O: -1.1366 -0.8772 1.5665  -0.006
N: -0.1402 -0.2768 3.7948  0.000
S: 0.9623 -0.7520 4.8459  0.000
O: 1.4082 -2.1096 4.6505  0.000
O: 1.9250 0.3314 4.8999  0.000
C: 0.0005 -0.6800 6.3637  0.000
F: 0.7583 -0.8816 7.4516  0.000
F: -0.5516 0.5659 6.3959  0.000
F: -0.9488 -1.5801 6.3395  0.000
O: 1.8831 0.6222 -1.8275  -0.003
H: 2.8031 0.2729 -1.6720  0.000
H: 1.6569 0.4060 -2.7226  0.000
C: 0.5986 -3.4713 -5.4316  0.000
C: 1.1361 -3.2431 -4.0843  0.000
C: 2.4546 -2.7546 -3.8562  0.000
C: 2.8974 -2.4105 -2.6037  0.000
C: 4.2526 -1.6993 -2.6129  0.000
C: 2.1749 -2.7459 -1.4567  -0.002
Te: 2.9412 -2.2215 0.4468  -0.013
C: 0.8715 -3.2251 -1.6758  0.000
C: -0.1519 -3.5794 -0.5684  0.000
C: 0.3451 -3.4274 -2.9452  0.000
H: 0.5412 -4.5177 -5.5763  0.000
H: 1.3046 -3.0492 -6.1527  0.000
H: -0.3274 -2.9587 -5.6325  0.000
H: 2.9927 -2.4061 -4.7546  0.000
H: 4.2974 -1.0444 -1.7466  0.000
H: 4.3663 -1.0200 -3.4540  0.000
H: 4.9272 -2.5121 -2.4718  0.000
H: 0.1270 -3.2298 0.4099  0.000
H: -0.1784 -4.6439 -0.4716  0.000
H: -1.1367 -3.0983 -0.8321  0.000
H: -0.6776 -3.8568 -3.0198  0.000

Record 2
Here is C27H23CaF6N9O5S4 as an isolated structure at a distorted geometry from the OMol25 dataset. Energies are from ωB97M-V/def2-TZVPD.

Values from the calculation:
Charge: 0
F_max, eV/A: 2.0
Orbital gap, eV: 5.91
LUMO energy, eV: -1.263
ΔE to the lowest compared entry with this formula, charge and spin, kcal/mol: 32.55

Last column: Löwdin charge in e.
Cartesian coordinates (Å):
Ca: 0.5085 0.1782 0.6364  1.298
C: -0.7280 -1.4939 5.9976  -0.445
S: 0.7530 -0.4711 6.1216  0.767
C: 1.1708 -0.3823 4.3628  -1.160
S: 1.4491 -1.8136 3.5089  0.571
N: 1.3052 0.8546 3.9704  -0.107
N: 1.5562 1.0334 2.6069  -0.100
C: 2.2026 2.1116 2.4089  -0.103
C: 2.5711 2.6036 1.0646  -0.275
C: 3.0838 3.8843 0.9474  -0.009
C: 3.4122 4.3712 -0.3049  -0.043
C: 3.2470 3.5491 -1.4049  -0.048
C: 2.7409 2.2798 -1.2013  -0.137
N: 2.3944 1.8010 -0.0035  0.028
H: -0.9797 -1.8079 7.0102  0.025
H: -0.5217 -2.3697 5.3822  -0.002
H: -1.5559 -0.9198 5.5815  0.024
H: 2.4874 2.7108 3.2703  0.128
H: 3.2086 4.4911 1.8346  0.120
H: 3.7921 5.3781 -0.4189  0.114
H: 3.4995 3.8814 -2.4021  0.108
H: 2.6167 1.6014 -2.0379  0.107
C: -4.0183 -3.1986 2.2450  -0.070
C: -3.3011 -4.0289 1.3891  -0.073
C: -2.0060 -3.7027 1.0224  -0.023
C: -1.4355 -2.5363 1.5127  -0.249
C: -2.1309 -1.7246 2.3918  -0.043
C: -3.4280 -2.0491 2.7511  -0.053
N: -0.1154 -2.0712 1.1175  -0.096
N: 0.5331 -2.9274 0.5042  0.062
C: 1.8504 -2.5558 0.0702  -0.362
C: 2.5725 -3.5552 -0.5605  -0.004
C: 3.8746 -3.3012 -0.9429  -0.045
C: 4.4227 -2.0610 -0.6568  -0.041
C: 3.6264 -1.1202 -0.0359  -0.115
N: 2.3548 -1.3463 0.3087  0.017
H: -5.0352 -3.4504 2.5189  0.106
H: -3.7532 -4.9344 1.0049  0.104
H: -1.4396 -4.3333 0.3515  0.104
H: -1.6535 -0.8468 2.8061  0.099
H: -3.9747 -1.4012 3.4237  0.112
H: 2.0963 -4.5134 -0.7232  0.119
H: 4.4578 -4.0618 -1.4455  0.114
H: 5.4476 -1.8247 -0.9075  0.110
H: 4.0099 -0.1374 0.2016  0.105
N: 0.0896 1.0429 -6.8451  0.181
C: 0.1996 -0.1144 -6.1466  -0.485
O: 0.3666 -1.1898 -6.6818  0.072
C: 0.1380 -0.0183 -4.6365  -0.111
C: 0.2842 -1.1974 -3.9273  0.022
C: 0.2770 -1.1567 -2.5502  -0.095
N: 0.1573 -0.0224 -1.8377  0.011
C: -0.0098 1.1108 -2.5405  -0.149
C: -0.0351 1.1533 -3.9227  0.002
H: 0.0927 0.9783 -7.8485  0.118
H: -0.1515 1.9181 -6.4210  0.088
H: 0.4001 -2.1293 -4.4633  0.126
H: 0.3616 -2.0737 -1.9805  0.099
H: -0.1339 2.0301 -1.9809  0.094
H: -0.1918 2.1150 -4.3942  0.116
F: -3.1627 3.9076 1.7609  0.161
C: -2.2808 2.9835 2.0906  -0.672
F: -1.2801 3.5524 2.7583  0.147
F: -2.8276 2.0590 2.8549  0.162
S: -1.5400 2.2045 0.5423  0.621
O: -1.5291 0.7614 0.8466  -0.487
O: -0.1969 2.7652 0.4667  -0.321
N: -2.3905 2.6020 -0.7148  -0.275
S: -3.9015 1.9820 -0.7969  0.620
O: -4.3695 1.5793 0.5038  -0.273
O: -4.7142 2.7944 -1.6403  -0.252
C: -3.7270 0.4261 -1.7532  -0.684
F: -3.0348 0.6588 -2.8782  0.126
F: -3.1117 -0.5245 -1.0657  0.143
F: -4.9466 0.0129 -2.0762  0.155